No. 1
Computed, not measured: a structure of composition C20H44NO2P2Ti in a non-equilibrium geometry, with the ωB97M-V functional and the def2-TZVPD basis.

Each line ends with the natural charge from an NBO analysis.
Atoms and positions in Å:
Ti: 0.253 0.005 -0.100  0.368
P: 1.459 1.426 1.504  0.976
P: -0.392 -1.275 -2.092  0.978
N: 0.703 1.468 -1.417  -0.681
C: 1.915 2.771 0.344  -0.733
H: 1.764 3.732 0.856  0.247
H: 2.997 2.701 0.160  0.243
C: 1.158 2.769 -0.997  -0.196
H: 0.249 3.392 -0.902  0.176
H: 1.788 3.280 -1.758  0.193
C: 0.234 1.432 -2.775  -0.206
H: 0.891 1.988 -3.479  0.193
H: -0.724 1.984 -2.778  0.176
C: 0.008 0.016 -3.330  -0.731
H: 0.903 -0.314 -3.874  0.244
H: -0.797 0.036 -4.075  0.246
C: -2.222 -1.612 -2.299  -0.490
C: -2.796 -2.551 -1.221  -0.610
H: -3.898 -2.456 -1.229  0.220
H: -2.437 -2.305 -0.209  0.204
H: -2.540 -3.602 -1.432  0.220
C: 0.539 -2.788 -2.577  -0.505
C: 0.182 -4.031 -1.741  -0.608
H: 0.920 -4.818 -1.970  0.230
H: -0.817 -4.418 -1.994  0.206
H: 0.239 -3.836 -0.660  0.218
C: 3.035 0.839 2.267  -0.502
C: 2.826 -0.175 3.406  -0.609
H: 3.809 -0.605 3.663  0.230
H: 2.173 -1.008 3.108  0.218
H: 2.422 0.306 4.312  0.206
C: 0.426 2.245 2.826  -0.493
C: -0.250 1.237 3.770  -0.608
H: -0.990 1.775 4.388  0.222
H: 0.483 0.766 4.444  0.219
H: -0.784 0.447 3.220  0.203
C: 0.817 -1.656 0.852  0.495
C: 0.513 -3.098 -4.077  -0.613
H: -0.477 -3.436 -4.406  0.213
H: 0.813 -2.237 -4.683  0.212
H: 1.236 -3.905 -4.269  0.226
C: 4.003 1.951 2.685  -0.613
H: 4.958 1.482 2.965  0.226
H: 4.207 2.652 1.868  0.212
H: 3.631 2.512 3.552  0.214
C: 1.149 3.347 3.610  -0.614
H: 0.391 3.944 4.141  0.224
H: 1.821 2.921 4.370  0.211
H: 1.709 4.035 2.963  0.214
C: -2.626 -2.073 -3.704  -0.614
H: -2.408 -3.142 -3.850  0.212
H: -3.715 -1.937 -3.802  0.223
H: -2.147 -1.487 -4.499  0.214
H: -2.655 -0.605 -2.129  0.218
H: -0.371 2.722 2.225  0.221
H: 1.573 -2.504 -2.308  0.230
H: 3.493 0.291 1.423  0.229
O: 1.146 -2.644 1.412  -0.462
H: 1.768 0.280 -1.035  0.205
H: 1.920 -0.470 -0.567  -0.077
C: -3.115 -0.515 2.004  -0.730
C: -2.749 0.440 0.939  0.622
C: -3.829 1.353 0.490  -0.719
O: -1.597 0.494 0.432  -0.564
H: -3.423 0.052 2.896  0.264
H: -2.344 -1.252 2.267  0.245
H: -4.030 -1.037 1.683  0.259
H: -3.574 2.418 0.624  0.262
H: -4.124 1.151 -0.555  0.260
H: -4.697 1.132 1.124  0.233

HOMO level (alpha / beta)	-9.69 / -10.81	eV
total charge	+1
2S+1	3
energy	-2525.61836	Eh

---

No. 2
Computed, not measured: a structure of composition C7H14BMgN2O2 in a non-equilibrium geometry, with the ωB97M-V functional and the def2-TZVPD basis.

Each line ends with the natural charge from an NBO analysis.
Atoms and positions in Å:
C: -1.125 0.785 0.804  -1.263
Mg: 0.382 -0.683 -2.853  0.063
N: 0.844 -1.067 -0.760  -1.284
N: -0.037 1.430 -2.726  -1.209
H: 0.924 -2.046 -0.517  0.378
H: 0.026 0.129 2.096  0.015
H: -1.857 0.191 1.341  0.183
H: -1.179 0.946 -0.280  0.131
H: -0.640 1.619 1.314  0.169
H: 0.103 1.873 -3.632  0.390
H: 0.646 1.907 -2.127  0.385
H: -0.925 1.827 -2.393  0.397
H: 1.808 -0.753 -0.633  0.373
H: 0.222 -0.589 -0.081  0.427
O: 0.712 -1.012 4.016  -0.666
B: -0.229 -0.667 3.011  0.842
O: -1.282 -1.639 2.998  -0.664
C: -0.723 -2.754 3.597  0.238
C: -1.174 -4.077 3.701  -0.262
C: -0.430 -4.950 4.539  -0.232
C: 0.791 -4.552 5.105  -0.235
C: 1.289 -3.251 4.855  -0.257
C: 0.506 -2.361 4.148  0.228
H: -2.071 -4.425 3.161  0.225
H: -0.758 -5.985 4.645  0.206
H: 1.373 -5.251 5.716  0.207
H: 2.260 -2.934 5.196  0.216

HOMO level	-1.63	eV
total charge	-1
relative energy (zero: lowest compared OMol25 entry of this formula, charge and spin)	0.0	kcal per mole
energy	-760.03892	Eh